C5H6O | ωB97M-V with the def2-TZVPD basis set

```
12
Properties=species:S:1:pos:R:3:lowdin_charge:R:1
C -0.76356 -0.96381 0.54783 -0.163
C 0.14871 -1.24022 -0.64398 0.104
C 0.12126 0.93784 -0.98961 -0.153
O -0.53900 1.43287 0.17072 -0.071
C -0.02952 0.33285 0.93403 -0.259
C 0.97342 -0.07918 -0.16914 -0.234
H -0.44140 -1.78386 1.21033 0.131
H -1.85448 -0.98023 0.45607 0.114
H -0.57347 0.41604 -1.67567 0.119
H 0.66645 1.69138 -1.56009 0.136
H 0.15535 0.59901 1.97831 0.144
H 2.06069 -0.00002 -0.19501 0.132
```

Properties
Frontier orbital gap ... 9.2074 eV
LUMO ... 0.48 eV
ΔE to the lowest compared entry with this formula, charge and spin ... 121.4 kcal per mole
M ... 82.1 g mol⁻¹
Highest occupied orbital energy ... -8.7 eV